Entry 1:
A 2-piece molecular cluster, C4H14N3O overall, computed with the ωB97M-V functional and the def2-TZVPD basis.

Structure (ORCA input):
```
! wB97M-V def2-TZVPD RIJCOSX def2/J DEFGRID3
* xyz 1 1
C -0.040 0.962 1.943
C 0.525 1.446 0.607
C 1.211 0.353 -0.146
N 1.617 -1.013 -2.535
C 0.400 -1.088 -1.816
N 0.184 -0.477 -0.732
N -0.706 -0.397 1.813
H -0.866 1.635 2.107
H 0.659 1.000 2.753
H -0.273 1.857 0.015
H 1.180 2.294 0.863
H 1.985 0.655 -0.867
H 1.862 -0.205 0.543
H 1.940 -1.938 -2.775
H 1.423 -0.516 -3.402
H -0.472 -1.618 -2.193
H -1.499 -0.477 2.433
H 0.046 -1.083 1.925
H -1.015 -0.499 0.830
H -3.397 -0.697 -0.611
H -2.039 0.067 -0.678
O -2.725 -0.261 -0.078
*
```

Results
Kohn-Sham gap: 0.4026 hartree
Energy relative to the best compared isomer or geometry (same formula, charge and spin): 184.4 kJ/mol
HOMO level: -13.8 eV

Entry 2:
C28H22NO3S4Ti as an isolated structure, computed with the ωB97M-V functional and the def2-TZVPD basis.

Structure (ORCA input):
```
! wB97M-V def2-TZVPD RIJCOSX def2/J DEFGRID3
* xyz -1 1
Ti 0.891 1.478 -0.792
O 3.258 1.418 -0.668
C 2.998 2.069 -1.701
O 2.041 1.682 -2.467
C 3.503 3.453 -1.923
C 4.784 3.777 -2.330
C 5.140 5.108 -2.508
C 4.195 6.095 -2.257
C 2.919 5.767 -1.824
C 2.539 4.435 -1.637
S 0.947 4.024 -1.005
H 5.502 2.986 -2.513
H 6.138 5.371 -2.835
H 4.457 7.138 -2.392
H 2.197 6.546 -1.610
S -1.027 1.065 -1.880
C -0.071 1.993 1.089
N 1.165 1.644 1.273
C 1.589 1.610 2.588
C 2.861 1.271 3.042
C 3.095 1.295 4.403
C 2.083 1.651 5.303
C 0.818 1.991 4.856
C 0.576 1.967 3.486
S -0.874 2.328 2.578
H 3.626 1.010 2.323
H 4.076 1.039 4.782
H 2.294 1.664 6.365
H 0.041 2.269 5.555
O 0.847 -0.493 -0.516
S -0.410 -1.241 -1.053
C -1.630 -1.189 0.312
C -3.059 -1.163 -0.148
C -3.708 -2.351 -0.472
C -5.029 -2.341 -0.897
C -5.716 -1.139 -0.992
C -5.077 0.048 -0.662
C -3.755 0.038 -0.245
C 0.365 -2.952 -0.562
C -0.613 -4.067 -0.698
C -1.143 -4.392 -1.946
C -2.126 -5.361 -2.076
C -2.599 -6.034 -0.960
C -2.075 -5.730 0.286
C -1.096 -4.755 0.414
H -1.361 -0.297 0.875
H -1.450 -2.068 0.925
H -3.173 -3.289 -0.400
H -5.519 -3.272 -1.152
H -6.747 -1.127 -1.325
H -5.605 0.990 -0.742
H -3.243 0.964 -0.018
H 0.813 -2.894 0.430
H 1.166 -3.032 -1.301
H -0.788 -3.860 -2.822
H -2.529 -5.587 -3.055
H -3.369 -6.788 -1.061
H -2.435 -6.248 1.166
H -0.698 -4.517 1.394
*
```

Results
Kohn-Sham gap: 0.2391 hartree
HOMO level: -4.0 eV

Entry 3:
An isolated molecule of C13H21NO2, computed with the ωB97M-V functional and the def2-TZVPD basis.

Structure (ORCA input):
```
! wB97M-V def2-TZVPD RIJCOSX def2/J DEFGRID3
* xyz 0 1
C -0.383 1.217 3.365
C 0.592 1.620 2.245
C 1.946 0.921 2.502
C 0.696 1.558 -0.285
C -0.276 1.910 -1.439
C 0.168 1.384 -2.794
C -0.224 -1.014 -2.514
C -0.310 -1.577 -1.119
C 0.844 -1.953 -0.492
C 0.849 -2.385 0.819
C -0.339 -2.444 1.530
C -1.550 -2.125 0.883
C -1.492 -1.610 -0.399
H -1.333 1.749 3.323
H -0.607 0.160 3.300
H 0.039 1.415 4.357
H 0.714 2.716 2.307
H 2.396 1.215 3.496
H 2.683 1.129 1.715
H 1.702 -0.153 2.566
H -0.347 0.303 1.003
H 1.334 0.712 -0.612
H 1.416 2.401 -0.063
H -0.271 3.042 -1.561
H -1.624 1.499 -0.226
H 0.991 1.998 -3.099
H -0.659 1.415 -3.498
H -1.208 -0.717 -2.845
H 0.136 -1.878 -3.152
H 1.789 -1.856 -1.032
H 1.736 -2.655 1.328
H -0.398 -2.775 2.555
H -2.481 -2.168 1.460
H -2.373 -1.340 -1.028
N -0.019 1.303 0.995
O -1.548 1.389 -1.175
O 0.719 0.068 -2.708
*
```

Results
Structure (SMILES): CC(C)NC[C@H](O)COCc1ccccc1
Kohn-Sham gap: 0.3577 hartree
Energy relative to the best compared isomer or geometry (same formula, charge and spin): 136.0 kJ/mol
HOMO level: -8.8 eV

Entry 4:
A 4-piece molecular cluster, C17H23F5NO12P overall, computed with the ωB97M-V functional and the def2-TZVPD basis.

Structure (ORCA input):
```
! wB97M-V def2-TZVPD RIJCOSX def2/J DEFGRID3
* xyz 0 1
N -0.124 0.260 1.144
P 1.039 -0.735 0.767
C 0.345 -2.148 -0.211
O 1.218 -3.297 -0.025
C 0.616 -4.047 0.947
O 1.145 -4.584 1.868
O -0.724 -4.020 0.670
C -0.954 -2.614 0.511
C -2.301 -2.339 -0.160
F -2.816 -3.489 -0.642
F -2.152 -1.465 -1.170
C -3.318 -1.783 0.860
F -4.550 -1.768 0.342
F -2.968 -0.553 1.215
F -3.330 -2.578 1.939
H 0.079 1.200 0.834
H 2.076 -0.131 0.068
H 1.611 -1.402 1.868
H 0.288 -1.913 -1.262
H -0.915 -2.202 1.517
C -2.964 2.537 5.066
C -2.416 3.339 3.910
C -2.863 2.870 2.543
O -1.750 3.233 1.715
C -0.643 3.262 2.499
O 0.467 3.345 2.090
O -0.987 3.193 3.804
H -2.786 3.049 6.012
H -4.038 2.389 4.956
H -2.472 1.566 5.121
H -2.631 4.403 4.044
H -3.768 3.363 2.195
H -2.996 1.787 2.489
C 0.179 4.119 -1.250
C -0.842 4.446 -2.311
C -2.267 4.511 -1.808
O -3.020 4.114 -2.963
C -2.218 3.340 -3.735
O -2.587 2.701 -4.662
O -0.939 3.397 -3.294
H 1.191 4.296 -1.614
H 0.027 4.729 -0.361
H 0.112 3.069 -0.969
H -0.573 5.366 -2.837
H -2.565 5.507 -1.490
H -2.455 3.798 -1.001
C 4.223 -5.162 -3.370
C 4.829 -3.921 -2.761
C 5.634 -4.155 -1.500
O 5.457 -2.920 -0.791
C 4.292 -2.378 -1.196
O 3.754 -1.458 -0.667
O 3.810 -3.024 -2.277
H 3.849 -4.959 -4.372
H 4.965 -5.958 -3.438
H 3.382 -5.508 -2.770
H 5.420 -3.377 -3.502
H 6.690 -4.331 -1.690
H 5.232 -4.968 -0.892
*
```

Results
Structure (SMILES): N=[PH2][C@H]1OC(=O)O[C@@H]1C(F)(F)C(F)(F)F.C[C@@H]1COC(=O)O1.C[C@@H]1COC(=O)O1.C[C@@H]1COC(=O)O1
Kohn-Sham gap: 0.3486 hartree
HOMO level: -8.9 eV

Entry 5:
C15H20Br2N3NiO2S2 as an isolated structure, computed with the ωB97M-V functional and the def2-TZVPD basis.

Structure (ORCA input):
```
! wB97M-V def2-TZVPD RIJCOSX def2/J DEFGRID3
* xyz 1 1
Ni -0.255 -0.449 0.379
C 0.471 0.705 -2.659
C -0.397 -0.505 -2.534
C -0.958 -1.085 -3.693
C -1.719 -2.214 -3.609
C -1.933 -2.833 -2.360
C -2.664 -4.035 -2.128
Br -3.449 -4.954 -3.574
C -2.786 -4.532 -0.860
C -2.192 -3.873 0.239
Br -2.390 -4.610 1.960
C -1.483 -2.711 0.074
O -0.901 -2.031 1.033
C -1.364 -2.202 -1.250
N -0.624 -1.048 -1.353
H 0.980 0.689 -3.622
H 1.220 0.745 -1.868
H -0.132 1.609 -2.604
H -0.771 -0.619 -4.649
H -2.149 -2.658 -4.497
H -3.332 -5.446 -0.681
C 1.443 4.886 -0.828
N 0.469 3.809 -0.696
C 0.534 2.656 -0.027
S -0.899 1.705 0.028
N 1.611 2.219 0.608
C 2.988 2.702 0.587
H 1.053 5.574 -1.572
H 2.403 4.519 -1.182
H 1.572 5.427 0.110
H -0.435 3.968 -1.114
H 1.432 1.383 1.172
H 3.067 3.751 0.866
H 3.454 2.537 -0.384
H 3.529 2.120 1.330
C 0.886 0.674 4.478
S -0.200 -0.127 3.324
C -0.001 -1.827 3.797
O 0.594 0.007 2.005
H 1.873 0.219 4.410
H 0.473 0.561 5.479
H 0.918 1.729 4.219
H -0.491 -1.949 4.761
H 1.058 -2.070 3.856
H -0.502 -2.417 3.027
*
```

Results
Kohn-Sham gap (spin up / spin down): 0.2664 / 0.2682 hartree
Energy relative to the best compared isomer or geometry (same formula, charge and spin): 0.0 kJ/mol
HOMO level (spin up / spin down): -10.3 / -10.3 eV

Entry 6:
A 3-piece molecular cluster, C2H10NO4 overall, computed with the ωB97M-V functional and the def2-TZVPD basis.

Structure (ORCA input):
```
! wB97M-V def2-TZVPD RIJCOSX def2/J DEFGRID3
* xyz 2 2
O 1.105 -1.758 2.366
C 0.562 -1.232 1.447
O -0.353 -1.702 0.502
C 0.598 0.241 1.120
N -0.543 0.680 0.199
H -0.686 -2.608 0.761
H 0.439 0.755 2.076
H 1.606 0.510 0.740
H -1.488 0.833 0.768
H -0.163 1.696 -0.124
H -0.734 -0.087 -0.604
H 2.669 1.371 -1.074
H 1.602 2.026 -1.416
O 1.763 1.421 -0.877
H -1.825 -1.063 -2.552
H -2.754 -0.610 -1.569
O -1.796 -0.474 -1.762
*
```

Results
Expectation value of S²: 0.758
Kohn-Sham gap (spin up / spin down): 0.4039 / 0.2026 hartree
Energy relative to the best compared isomer or geometry (same formula, charge and spin): 123.5 kJ/mol
HOMO level (spin up / spin down): -20.3 / -20.3 eV

Entry 7:
C46H55I2N8O6SSr as an isolated structure, computed with the ωB97M-V functional and the def2-TZVPD basis.

Structure (ORCA input):
```
! wB97M-V def2-TZVPD RIJCOSX def2/J DEFGRID3
* xyz -1 1
Sr 0.546 -0.120 0.135
C -5.158 0.165 3.181
C -3.693 0.094 3.624
C -2.817 -0.626 2.646
C -2.285 -1.896 2.752
C -2.572 -2.921 3.804
C -3.713 -3.858 3.391
C -1.421 -2.072 1.614
N -1.489 -0.946 0.833
C -2.273 -0.055 1.439
C -2.512 1.318 0.966
C -1.941 1.996 -0.071
C -2.227 3.366 -0.493
C -3.201 4.297 0.152
C -4.622 4.142 -0.400
C -1.408 3.621 -1.549
C -0.600 2.408 -1.738
C 0.653 2.238 -2.549
C 0.950 0.889 -3.166
N 0.927 -0.186 -2.445
C 1.559 -1.193 -3.199
C 1.897 -2.417 -2.733
C 1.490 -3.066 -1.486
N 0.716 -2.473 -0.596
C 0.329 -3.425 0.312
C -0.611 -3.198 1.342
C 0.959 -4.677 -0.008
C 1.702 -4.445 -1.148
C 2.494 -5.434 -1.951
C 1.679 -6.021 -3.108
C 0.791 -5.993 0.693
C 1.969 -6.332 1.612
C 1.955 -0.624 -4.494
C 1.586 0.678 -4.474
C 1.781 1.708 -5.543
C 0.711 1.626 -6.636
C 2.644 -1.370 -5.589
C 1.692 -2.313 -6.335
N -0.929 1.491 -0.883
C -1.346 4.864 -2.384
C -0.248 5.830 -1.922
H -5.760 0.718 3.907
H -5.582 -0.835 3.077
H -5.252 0.663 2.213
H -3.627 -0.401 4.595
H -3.294 1.100 3.772
H -2.839 -2.416 4.735
H -1.675 -3.515 3.999
H -4.632 -3.292 3.230
H -3.903 -4.614 4.158
H -3.472 -4.368 2.457
H -3.220 1.881 1.564
H -2.860 5.324 0.006
H -3.205 4.121 1.230
H -4.650 4.374 -1.466
H -5.314 4.813 0.115
H -4.978 3.119 -0.269
H 0.826 3.068 -3.229
H 2.512 -3.021 -3.392
H -0.756 -4.035 2.019
H 2.829 -6.245 -1.301
H 3.390 -4.948 -2.343
H 0.813 -6.568 -2.728
H 2.280 -6.709 -3.708
H 1.307 -5.230 -3.762
H 0.690 -6.779 -0.061
H -0.134 -5.991 1.272
H 2.912 -6.278 1.066
H 1.869 -7.341 2.019
H 2.023 -5.636 2.451
H 2.775 1.576 -5.977
H 1.772 2.706 -5.100
H 0.753 0.659 -7.140
H 0.855 2.408 -7.385
H -0.289 1.734 -6.210
H 3.468 -1.949 -5.164
H 3.081 -0.654 -6.287
H 1.261 -3.048 -5.653
H 2.215 -2.845 -7.132
H 0.866 -1.755 -6.779
H -2.314 5.368 -2.337
H -1.179 4.589 -3.430
H -0.410 6.120 -0.882
H -0.240 6.731 -2.538
H 0.735 5.363 -1.971
O 1.950 -3.915 4.401
C 1.830 -2.758 3.689
C 0.953 -1.753 4.080
C 0.859 -0.621 3.283
N 1.625 -0.480 2.212
C 2.459 -1.464 1.823
C 2.605 -2.631 2.533
C 3.240 -1.137 0.520
O 4.150 -1.815 0.105
O 2.823 -0.003 -0.049
C -0.088 0.579 3.555
O -0.599 0.655 4.676
O -0.215 1.360 2.563
H 1.381 -3.861 5.175
H 0.330 -1.837 4.964
H 3.270 -3.415 2.197
O 2.024 3.405 -1.055
N 1.666 2.323 -1.313
I 4.107 0.618 -1.795
I 5.616 1.575 -4.081
C 2.080 6.636 3.120
N 0.877 5.849 3.312
C 0.713 4.636 2.704
S 1.756 4.042 1.532
N -0.382 3.944 3.065
C -1.278 4.337 4.125
H 1.936 7.607 3.595
H 2.256 6.769 2.056
H 2.964 6.149 3.538
H 0.433 5.951 4.210
H -0.362 2.943 2.810
H -0.799 4.336 5.113
H -2.092 3.616 4.161
H -1.700 5.330 3.939
*
```

Results
Kohn-Sham gap: 0.1944 hartree
Energy relative to the best compared isomer or geometry (same formula, charge and spin): 0.0 kJ/mol
HOMO level: -4.7 eV

Record order is preserved below.
Electronic energy: -400.0623; -3803.0535; -713.1545; -2459.9360; -8350.8848; -437.0794; -3699.8642 a.u.